*w*
Molecular formula: C3H7N5
Method: DFT, ωB97M-V/def2-TZVPD

- 2S+1 = 1
- lowest unoccupied orbital energy (eV) = 0.815
- HOMO-LUMO gap (eV) = 8.5

Geometry as XYZ:
```
15
C3H7N5 (ωB97M-V/def2-TZVPD)
C -0.1280 -0.4223 -0.0127
C 0.9676 -1.4465 -0.0901
C 2.0579 -0.5013 -0.0355
H -2.4590 -0.3197 1.3914
H -3.2467 -0.6788 -0.1479
H 0.8993 -2.5077 -0.4599
H 3.0698 -0.7345 -0.0032
H 2.2235 1.2875 0.8798
H 0.4570 1.6258 -1.3470
H -1.6328 1.3867 -0.5564
N -2.3495 -0.0381 0.2054
N -1.3405 -0.9607 -0.1358
N 1.6726 0.7672 0.2012
N 0.2518 0.7698 0.4505
N -0.4430 1.7728 -0.3397
```

---

*x*
Molecular formula: C3H7N5
Method: DFT, ωB97M-V/def2-TZVPD

- SMILES string = [H]/N=C\N/C=N\C(N)=N/[H]
- 2S+1 = 1
- lowest unoccupied orbital energy (eV) = 0.469
- HOMO-LUMO gap (eV) = 9.9

Geometry as XYZ:
```
15
C3H7N5 (ωB97M-V/def2-TZVPD)
C 1.9087 -0.1826 0.0549
C -0.2397 -0.9210 -0.4462
C -2.1002 0.4148 0.3518
H 1.0916 1.2181 -1.1125
H 2.4419 1.8761 -0.2943
H 2.5499 -1.4108 1.3314
H -1.0196 -1.5890 -0.9320
H -0.1646 1.0134 0.0572
H -2.4676 1.3894 0.3498
H -3.2736 -1.2210 0.1022
N 1.7159 1.1033 -0.2943
N 2.6527 -0.4241 0.9933
N 0.9856 -1.2349 -0.4918
N -0.7625 0.1918 -0.0897
N -3.3185 -0.2233 0.4202
```

---

Question: which arrangement is favored energetically? Ranking from most to least stable: *x*, *w*.